Model w:
ORCA calculation (ωB97M-V/def2-TZVPD) on the molecule CH7N2O2P.

Structure (XYZ):
```
13
Properties=species:S:1:pos:R:3:mulliken_charge:R:1
C 1.23 1.05 0.19 -0.89
N 0.25 0.00 0.33 -0.11
N 0.95 -1.41 -0.44 -0.63
P -1.33 -0.19 -0.40 0.17
O -1.89 -1.38 0.51 -0.43
O -2.04 1.06 0.32 -0.43
H 0.69 1.90 0.64 0.32
H 1.97 0.74 0.94 0.35
H 1.67 1.08 -0.75 0.34
H 1.82 -0.96 -0.11 0.32
H 0.93 -1.08 -1.42 0.30
H -1.46 -2.19 0.46 0.33
H -2.79 1.39 -0.27 0.35
```

Kohn-Sham gap: 9.326 eV
SMILES: CN(N)P(O)O
LUMO energy: 0.92 eV
HOMO: -8.40 eV

***

Model x:
ORCA calculation (ωB97M-V/def2-TZVPD) on the molecule CH7N2O2P.

Structure (XYZ):
```
13
Properties=species:S:1:pos:R:3:mulliken_charge:R:1
N -0.67 -0.63 -2.04 -0.35
C 0.25 -0.71 -1.05 -0.51
P -0.29 0.19 0.87 0.86
N 0.79 1.53 1.34 -0.63
O -1.67 0.62 1.11 -0.64
O 0.33 -0.94 1.85 -0.54
H -1.37 -1.30 -2.13 0.17
H -0.75 0.09 -2.61 0.13
H 0.49 -1.73 -0.70 0.34
H 1.13 -0.08 -1.26 0.31
H 1.62 1.35 0.79 0.26
H 0.12 2.31 1.10 0.28
H 0.02 -0.68 2.73 0.31
```

Kohn-Sham gap: 9.200 eV
SMILES: NC[P@@](N)(=O)O
LUMO energy: 0.71 eV
HOMO: -8.49 eV

***

Which structure wins on stability? model x wins.

***

Model w:
ORCA calculation (ωB97M-V/def2-TZVPD) on a cluster of 2 separate species, C3H8NO2 in total.

Structure (XYZ):
```
14
Properties=species:S:1:pos:R:3:mulliken_charge:R:1
C 1.20 -1.95 0.78 -0.06
C -0.76 1.44 -0.40 -0.07
C -0.26 2.57 0.06 -0.09
N 0.20 -1.59 0.03 -0.18
O -0.14 0.69 -1.36 -0.50
O -0.90 3.27 1.05 -0.48
H 2.23 -1.71 0.58 0.28
H 1.02 -2.57 1.62 0.26
H -1.45 0.74 0.21 0.21
H 0.59 3.11 -0.19 0.37
H 0.07 -0.66 -0.61 0.33
H -0.67 -1.85 0.45 0.32
H 0.58 1.20 -1.73 0.29
H -1.50 2.76 1.68 0.31
```

net charge: +1
Kohn-Sham gap: 6.991 eV
LUMO energy: -5.56 eV
HOMO: -12.55 eV

***

Model x:
ORCA calculation (ωB97M-V/def2-TZVPD) on a cluster of 2 separate species, C3H8NO2 in total.

Structure (XYZ):
```
14
Properties=species:S:1:pos:R:3:mulliken_charge:R:1
O -1.19 -1.22 -0.90 -0.42
C -2.12 -0.49 -0.73 0.16
O -1.96 0.65 -0.03 -0.41
H -3.13 -0.66 -1.13 0.36
H -2.79 1.15 0.02 0.35
C 1.54 -0.97 0.60 -0.78
C 0.77 1.32 0.25 -0.25
N 1.55 0.37 -0.05 0.04
H 2.35 -1.04 1.31 0.32
H 1.67 -1.71 -0.18 0.33
H 0.59 -1.13 1.09 0.32
H 0.15 1.27 1.14 0.32
H 0.71 2.21 -0.37 0.32
H 1.86 0.26 -1.01 0.33
```

net charge: +1
Kohn-Sham gap: 10.128 eV
LUMO energy: -4.84 eV
HOMO: -14.97 eV

***

Which structure wins on stability? model x wins.